A molecular structure, C19H20CaF6NO6PS4Se2, computed with ωB97M-V/def2-TZVPD.

Last column: Löwdin charge in e.
Atoms and positions in Å:
1 Ca 0.09967 1.30125 -1.59060  0.713
2 F 4.94777 1.63696 -3.14322  0.138
3 C 4.85630 2.35480 -2.02412  -0.681
4 F 5.13023 3.62343 -2.31459  0.137
5 F 5.77736 1.90767 -1.16371  0.129
6 S 3.18600 2.22324 -1.27035  0.538
7 O 2.93661 0.83524 -1.03299  -0.308
8 O 3.21923 3.15472 -0.18326  -0.261
9 N 2.25265 2.63877 -2.47770  -0.360
10 S 1.52524 4.04522 -2.45337  0.582
11 O 2.36874 5.19375 -2.34965  -0.262
12 O 0.34480 3.90662 -1.63327  -0.354
13 C 0.86677 4.04002 -4.18681  -0.681
14 F 0.49558 2.82514 -4.56003  0.133
15 F -0.18093 4.85594 -4.24006  0.145
16 F 1.79406 4.48844 -5.03875  0.130
17 O -2.00656 -1.41025 -4.62532  -0.133
18 C -2.57514 -2.23114 -3.63660  -0.282
19 C -2.67635 -1.65250 -2.21639  -0.555
20 C -3.68695 -2.60767 -1.52478  -0.248
21 O -3.65179 -2.66167 -0.10957  -0.110
22 C -3.31493 -0.25267 -2.16215  -0.579
23 Se -2.45856 1.39804 -2.85917  0.320
24 C -1.36340 -1.77058 -1.42458  -0.580
25 Se 0.38897 -1.47259 -2.29781  0.400
26 H -1.17916 -1.05938 -4.24924  -0.024
27 H -2.03141 -3.18659 -3.55996  0.113
28 H -3.58992 -2.46249 -3.98610  0.119
29 H -3.47030 -3.63079 -1.85253  0.118
30 H -4.69743 -2.35422 -1.87523  0.113
31 H -3.49225 -1.78777 0.27947  -0.028
32 H -3.54028 -0.02960 -1.11489  0.042
33 H -4.27227 -0.30837 -2.68618  0.043
34 H -1.29410 -2.78346 -1.02918  0.044
35 H -1.43251 -1.12500 -0.54496  0.020
36 S -2.83760 -0.60909 2.40147  0.216
37 P -0.98709 0.06992 2.28624  0.025
38 S -0.62130 1.70483 1.18782  0.193
39 C -0.38744 0.42253 3.99193  -0.372
40 C -0.54945 -0.55821 4.96858  -0.108
41 C -0.09242 -0.34716 6.25989  -0.104
42 C 0.52544 0.85338 6.59266  -0.119
43 C 0.68456 1.83473 5.62601  -0.101
44 C 0.23324 1.61869 4.32786  -0.111
45 C 0.18420 -1.24727 1.79385  -0.387
46 C -0.23581 -2.56167 1.64192  -0.121
47 C 0.67609 -3.53966 1.26250  -0.093
48 C 2.00401 -3.20804 1.04122  -0.105
49 C 2.42588 -1.89432 1.19379  -0.096
50 C 1.51855 -0.91577 1.56431  -0.113
51 H -1.04892 -1.48360 4.70604  0.090
52 H -0.22003 -1.11851 7.01037  0.091
53 H 0.88077 1.02000 7.60318  0.087
54 H 1.16509 2.77308 5.87683  0.093
55 H 0.36090 2.37298 3.56138  0.053
56 H -1.28371 -2.80123 1.78466  0.071
57 H 0.33625 -4.55738 1.11170  0.098
58 H 2.70564 -3.96696 0.71606  0.093
59 H 3.45257 -1.62161 0.98333  0.100
60 H 1.83484 0.11783 1.64405  0.087

The calculation puts the HOMO-LUMO gap at 5.735 eV. For the energy relative to the best compared isomer or geometry (same formula, charge and spin), the calculation gives 51.3 kJ/mol. The LUMO energy is 4.27 eV. The charge is -2.

A molecular structure, C49H82NP3PtSi at a distorted geometry, computed with ωB97M-V/def2-TZVPD.

Last column: Löwdin charge in e.
Atoms and positions in Å:
1 Pt -0.48139 -0.19457 -0.46793  0.629
2 C -2.40599 -3.27861 -0.42257  -0.191
3 Si -0.74610 -2.42616 -0.15799  0.421
4 C 0.44753 -3.33988 -1.32591  -0.295
5 C 0.76877 -4.69517 -1.24437  -0.087
6 C 1.64408 -5.27844 -2.14744  -0.079
7 C 2.19658 -4.51660 -3.16836  -0.078
8 C 1.87682 -3.17243 -3.28052  -0.076
9 C 1.01657 -2.57930 -2.35469  -0.364
10 P 0.53154 -0.81659 -2.33917  0.839
11 C 2.08764 0.15323 -2.61758  -0.396
12 C 1.96399 1.60394 -2.11225  -0.231
13 C 3.26505 2.34278 -2.40655  -0.189
14 C 3.46507 2.51613 -3.92424  -0.186
15 C 2.68154 1.46628 -4.72026  -0.197
16 C 2.72702 0.10581 -4.02913  -0.186
17 C -0.48617 -0.57863 -3.85862  -0.399
18 C -1.05160 0.86820 -3.91563  -0.200
19 C -2.55448 0.89712 -4.18455  -0.205
20 C -2.89077 0.03939 -5.39995  -0.186
21 C -2.46366 -1.42884 -5.18130  -0.178
22 C -1.61659 -1.60747 -3.92088  -0.220
23 C -0.32406 -2.69012 1.68120  -0.277
24 C -1.07891 -3.55721 2.47274  -0.097
25 C -0.88817 -3.64321 3.84573  -0.085
26 C 0.06574 -2.84828 4.45879  -0.079
27 C 0.84096 -1.98906 3.69299  -0.110
28 C 0.66598 -1.90821 2.31499  -0.385
29 P 1.69213 -0.86206 1.21860  1.070
30 C 3.01482 -2.16519 0.91774  -0.390
31 C 3.99461 -1.82740 -0.21799  -0.209
32 C 5.16743 -2.80388 -0.20203  -0.189
33 C 6.03233 -2.60415 1.05149  -0.191
34 C 5.19505 -2.09129 2.23149  -0.195
35 C 3.77441 -2.64437 2.17654  -0.185
36 C 2.53136 0.38192 2.30235  -0.432
37 C 3.47543 1.23627 1.41907  -0.210
38 C 3.48461 2.71465 1.82509  -0.195
39 C 3.43232 2.82947 3.34333  -0.197
40 C 2.06611 2.34630 3.84968  -0.178
41 C 1.46219 1.26997 2.93616  -0.232
42 H -2.26042 -4.36245 -0.37137  0.033
43 H -2.82404 -3.05926 -1.40159  0.017
44 H -3.14502 -3.00258 0.33274  0.016
45 H 0.33944 -5.30174 -0.45309  0.107
46 H 1.89697 -6.32791 -2.05978  0.103
47 H 2.87948 -4.97119 -3.87482  0.103
48 H 2.31641 -2.59014 -4.07977  0.092
49 H 2.76710 -0.33838 -1.91792  0.067
50 H 1.74948 1.59472 -1.04288  0.068
51 H 1.13269 2.12837 -2.58796  0.101
52 H 4.09326 1.76729 -1.97931  0.110
53 H 3.27618 3.31381 -1.90826  0.109
54 H 4.52774 2.44531 -4.16738  0.106
55 H 3.14362 3.51330 -4.23220  0.107
56 H 3.07938 1.38636 -5.73375  0.112
57 H 1.64052 1.78205 -4.82352  0.093
58 H 3.77317 -0.20219 -3.93409  0.121
59 H 2.25049 -0.64220 -4.66368  0.076
60 H 0.17738 -0.75482 -4.71278  0.111
61 H -0.54696 1.41959 -4.71382  0.104
62 H -0.85732 1.39768 -2.98001  0.071
63 H -2.87280 1.93064 -4.33845  0.114
64 H -3.09357 0.53835 -3.30583  0.093
65 H -2.37311 0.45370 -6.26995  0.108
66 H -3.95755 0.09551 -5.62268  0.104
67 H -1.89774 -1.78627 -6.04522  0.107
68 H -3.34253 -2.07301 -5.10456  0.107
69 H -1.21751 -2.62321 -3.88722  0.111
70 H -2.23646 -1.48381 -3.03213  0.086
71 H -1.85122 -4.16609 2.01641  0.092
72 H -1.49646 -4.31638 4.43672  0.101
73 H 0.20816 -2.89435 5.53111  0.104
74 H 1.58292 -1.37025 4.18540  0.100
75 H 2.40640 -3.00056 0.56303  0.091
76 H 4.37350 -0.80446 -0.13379  0.099
77 H 3.47087 -1.90195 -1.16634  0.077
78 H 5.77384 -2.69211 -1.10358  0.108
79 H 4.76410 -3.82121 -0.22654  0.113
80 H 6.83656 -1.89496 0.84024  0.106
81 H 6.51429 -3.54768 1.31800  0.105
82 H 5.15704 -0.99847 2.21067  0.087
83 H 5.66871 -2.36085 3.17768  0.110
84 H 3.23335 -2.39012 3.08694  0.079
85 H 3.82536 -3.73827 2.16454  0.122
86 H 3.11622 -0.10961 3.08860  0.107
87 H 3.19111 1.15330 0.36816  0.064
88 H 4.49304 0.84405 1.49142  0.097
89 H 2.61929 3.23002 1.39547  0.114
90 H 4.37208 3.20117 1.41525  0.110
91 H 3.62116 3.85257 3.67290  0.106
92 H 4.23057 2.21268 3.76838  0.112
93 H 1.37403 3.19132 3.90119  0.100
94 H 2.15994 1.96176 4.86830  0.108
95 H 0.89301 1.72617 2.12116  0.089
96 H 0.74423 0.67065 3.49417  0.079
97 C -4.43858 0.24622 -0.62608  -0.111
98 C -4.45142 1.59386 0.12260  -0.585
99 C -5.81420 1.78314 0.79109  -0.084
100 C -4.26691 2.67496 -0.95247  -0.103
101 P -2.90377 1.63840 1.23897  0.822
102 N -1.70101 1.08021 0.45855  -0.444
103 C -3.32862 0.62911 2.78375  -0.586
104 C -2.01699 0.24582 3.47975  -0.096
105 C -4.27354 1.29796 3.78436  -0.076
106 C -3.95590 -0.69024 2.31806  -0.091
107 C -2.60420 3.44963 1.73069  -0.592
108 C -1.83012 4.12584 0.58652  -0.100
109 C -3.85395 4.26806 2.06202  -0.081
110 C -1.67151 3.48949 2.94585  -0.094
111 H -5.02064 0.34746 -1.54677  0.080
112 H -4.88885 -0.56059 -0.05137  0.060
113 H -3.41701 -0.03465 -0.89045  0.029
114 H -6.58658 1.81172 0.01565  0.089
115 H -5.88414 2.71228 1.35631  0.062
116 H -6.06202 0.95635 1.45967  0.059
117 H -5.00550 2.51420 -1.74278  0.084
118 H -3.27299 2.61087 -1.39811  0.071
119 H -4.42177 3.68222 -0.56639  0.055
120 H -1.58797 1.06030 4.05655  0.066
121 H -1.28777 -0.08334 2.74210  0.041
122 H -2.20452 -0.58418 4.16686  0.086
123 H -3.82648 2.16640 4.26694  0.061
124 H -4.50926 0.57675 4.57286  0.090
125 H -5.21525 1.60666 3.32959  0.061
126 H -3.34256 -1.15687 1.54401  0.055
127 H -4.97180 -0.56296 1.94435  0.057
128 H -3.99995 -1.37386 3.17051  0.090
129 H -2.46103 4.37184 -0.26325  0.058
130 H -1.02292 3.47899 0.24272  0.058
131 H -1.39989 5.06068 0.95827  0.082
132 H -4.49348 4.41840 1.19231  0.058
133 H -3.53867 5.25770 2.40676  0.089
134 H -4.45199 3.81937 2.85492  0.064
135 H -0.79765 2.86548 2.78563  0.051
136 H -2.16418 3.17821 3.86512  0.063
137 H -1.33460 4.51992 3.09206  0.087

The calculation puts the HOMO-LUMO gap at 6.624 eV. The LUMO energy is 0.55 eV. The charge is 0.